Version 1
A cluster of 2 separate species, C6H15NO2 in total, computed with wB97M-V/def2-TZVPD.

Cartesian coordinates (Å):
C -0.59092 2.58182 -2.29665
C 0.18433 1.28748 -1.91914
C 0.18383 0.96470 -0.41687
O -0.11289 1.87493 0.31725
N 0.56314 -0.26093 0.04751
C 0.68809 -0.49186 1.46266
C 0.93583 -1.43876 -0.74810
C -0.12809 -2.52794 -0.65875
H -0.70756 2.55099 -3.39304
H 0.09173 3.40886 -2.03860
H -1.57598 2.78435 -1.84361
H 1.18397 1.15775 -2.37667
H -0.48049 0.50662 -2.33594
H 1.31730 0.29278 1.91548
H 1.18111 -1.46734 1.61092
H -0.28452 -0.50659 1.98268
H 0.98273 -1.17991 -1.82339
H 1.91641 -1.86508 -0.46147
H 0.05788 -3.31294 -1.41096
H -1.13647 -2.11310 -0.82510
H -0.09748 -2.98696 0.34373
O -1.65535 -0.05019 4.90591
H -1.48451 0.47217 5.72212
H -1.03207 0.31917 4.24004

Summary:
Frontier orbital gap (Ha): 0.3685
Molecular weight (g mol⁻¹): 133.2
Structure (SMILES): CCC(=O)N(C)CC.O


Version 2
A cluster of 3 separate species, C6H15NO2 in total, computed with wB97M-V/def2-TZVPD.

Cartesian coordinates (Å):
C -1.36586 -1.83434 0.84732
C -1.17669 -0.60126 1.30990
C -0.66039 0.52541 0.49145
C -1.70374 1.51585 0.03612
C 0.66060 0.72365 0.35900
C 1.61480 -0.00781 1.29232
N 1.19850 1.73340 -0.40235
H -1.66416 -2.60353 1.54121
H -1.22089 -2.08955 -0.19371
H -1.37992 -0.42712 2.36803
H -2.36262 1.71807 0.89723
H -1.41366 2.51480 -0.26424
H -2.40532 1.03768 -0.65429
H 2.59962 0.33734 1.03796
H 1.36876 0.27116 2.30899
H 1.61831 -1.09809 1.27572
H 0.59485 2.15816 -1.08335
H 2.16551 1.68028 -0.66608
O 2.69209 -1.10490 -1.52908
H 3.24470 -1.64038 -0.95662
H 1.77534 -1.32503 -1.34296
O -1.46087 -0.44847 -2.63457
H -1.95534 -0.94615 -1.97141
H -0.76361 -0.08916 -2.06661

Summary:
Frontier orbital gap (Ha): 0.3124
Molecular weight (g mol⁻¹): 133.2
Structure (SMILES): C=C/C(C)=C(\C)N.O.O


Least stable = version 2


Version 1
A cluster of 2 separate species, C15H23BrN2O3 in total, computed with wB97M-V/def2-TZVPD.

Cartesian coordinates (Å):
C 0.52043 -4.08616 4.44507
N 0.74338 -3.07076 3.41805
C -0.02813 -1.99466 3.23405
O -1.01686 -1.78307 3.93103
C 0.34686 -0.95891 2.15063
C -0.43086 -1.21105 0.84046
C -0.26256 -0.13852 -0.25254
C -1.04771 -0.53774 -1.50192
C -0.76421 1.23158 0.20614
N 1.78594 -0.76266 1.87280
C 2.67130 -1.65299 1.41973
C 4.07971 -1.14584 1.21938
O 2.40302 -2.81928 1.16774
H -0.42870 -4.59209 4.26026
H 1.32918 -4.81776 4.43140
H 0.47725 -3.61344 5.42808
H 1.49655 -3.21318 2.75380
H -0.01840 -0.01593 2.55637
H -0.12080 -2.17452 0.43383
H -1.49140 -1.28719 1.08544
H 0.78836 -0.05440 -0.52777
H -0.70501 -1.50951 -1.85663
H -2.11274 -0.59001 -1.27662
H -0.88153 0.19837 -2.28679
H -1.80581 1.16469 0.51921
H -0.68388 1.93922 -0.61543
H -0.15924 1.60209 1.03083
H 2.14450 0.16229 2.04409
H 4.07044 -0.33330 0.49519
H 4.69903 -1.95952 0.84309
H 4.47668 -0.79422 2.16984
O 0.18949 1.93980 -4.88347
C -0.74321 2.51617 -4.07102
C -2.08599 2.13918 -4.15870
C -3.03455 2.71765 -3.30719
C -2.63391 3.67342 -2.36712
C -1.29173 4.05583 -2.27786
Br -0.74103 5.33395 -0.96894
C -0.35242 3.47556 -3.13655
H -0.22899 1.26461 -5.44070
H -2.40231 1.39484 -4.88187
H -4.07875 2.42367 -3.37152
H -3.36290 4.12172 -1.69904
H 0.69150 3.76207 -3.07485

Summary:
Frontier orbital gap (Ha): 0.3505
Molecular weight (g mol⁻¹): 359.3
Structure (SMILES): CNC(=O)[C@H](CC(C)C)NC(C)=O.Oc1cccc(Br)c1


Version 2
The molecule C15H23BrN2O3, computed with wB97M-V/def2-TZVPD.

Cartesian coordinates (Å):
C -1.59374 -2.85125 -2.00403
C -0.36542 -3.29096 -1.21661
C 0.76917 -2.27227 -1.30712
C 1.98969 -2.67478 -0.46204
N 1.83467 -2.59322 0.97772
C 2.08719 -1.30219 1.58821
C 1.11954 -0.21105 1.19142
C -0.19600 -0.28868 1.63777
C -1.18286 0.61165 1.25831
O -2.45296 0.60555 1.74046
C -2.96634 -0.53438 2.40831
C -3.19211 -1.71066 1.46683
C -0.83745 1.63218 0.34762
O -1.69588 2.57323 -0.16144
C -3.02779 2.18473 -0.44189
C -3.09666 0.95286 -1.34788
N -2.12570 0.91890 -2.28195
O -3.93870 0.09210 -1.22992
C 0.47961 1.74098 -0.07244
C 1.44224 0.84102 0.34788
Br 3.21132 1.08612 -0.32201
H -1.33321 -2.68154 -3.04709
H -2.00967 -1.93400 -1.59290
H -2.36577 -3.61590 -1.96552
H -0.01207 -4.25197 -1.59772
H -0.64875 -3.44086 -0.17130
H 0.40230 -1.29293 -0.99207
H 1.08827 -2.18721 -2.34831
H 2.84642 -2.05537 -0.73676
H 2.24253 -3.71532 -0.69657
H 0.92876 -2.95417 1.25524
H 3.10933 -1.01593 1.33054
H 2.04067 -1.44558 2.67278
H -0.43818 -1.08698 2.32239
H -3.92353 -0.18805 2.80635
H -2.32350 -0.81081 3.25347
H -3.72521 -2.49993 1.98897
H -3.78210 -1.38502 0.61280
H -2.24816 -2.10651 1.10039
H -3.46600 3.03739 -0.97002
H -3.60399 1.99207 0.46650
H -2.08257 0.14815 -2.92769
H -1.45419 1.66294 -2.35891
H 0.73694 2.54622 -0.74311

Summary:
Frontier orbital gap (Ha): 0.3335
Molecular weight (g mol⁻¹): 359.3
Structure (SMILES): CCCCNCc1cc(OCC)c(OCC(N)=O)cc1Br


Least stable = version 2


Version 1
The molecule C5H10O4, computed with wB97M-V/def2-TZVPD.

Cartesian coordinates (Å):
C 1.73320 1.39294 -0.55602
C 1.09805 0.02440 -0.70504
O 0.95275 -0.44940 0.87653
O 1.01960 -1.88711 0.86395
O 1.61746 -0.86985 -1.38775
H 1.42980 -2.01693 -0.02990
H 2.73885 1.24521 -0.16307
H 1.17335 2.03668 0.12069
H 1.79559 1.86146 -1.53931
C -1.78792 -1.00410 0.83845
C -1.14787 0.20069 0.26227
C -0.59679 0.24644 -1.04887
O -1.19539 1.34528 0.92015
H -1.41064 1.19855 1.85275
H -2.76462 -1.14066 0.36306
H -1.92100 -0.92000 1.91834
H -1.16490 -1.87620 0.63369
H -0.69377 1.20591 -1.54676
H -0.87575 -0.59329 -1.67317

Summary:
Frontier orbital gap (Ha): 0.3066
Molecular weight (g mol⁻¹): 134.1


Version 2
A cluster of 2 separate species, C5H10O4 in total, computed with wB97M-V/def2-TZVPD.

Cartesian coordinates (Å):
C -2.14603 1.37162 0.05528
C -1.70489 -0.04845 -0.06400
O -1.65126 -0.67889 -1.09387
C -1.33058 -0.75036 1.23686
O -0.67018 -1.95902 0.94230
H -2.71027 1.53347 0.97292
H -2.73137 1.66327 -0.81818
H -1.24140 1.98015 0.08999
H -0.67803 -0.12200 1.84425
H -2.25553 -0.95119 1.79802
H -0.98262 -2.21026 0.04881
C 2.98320 0.47218 -1.09222
C 1.74316 0.03219 -0.36326
O 0.81169 0.75754 -0.10657
O 1.78256 -1.24696 -0.03336
H 3.03293 1.55455 -1.12022
H 2.94095 0.08807 -2.10791
H 3.86159 0.05612 -0.60710
H 0.94609 -1.54211 0.41819

Summary:
Frontier orbital gap (Ha): 0.4040
Molecular weight (g mol⁻¹): 134.1
Structure (SMILES): CC(=O)CO.CC(=O)O


Least stable = version 1


Version 1
The molecule C3H2BrNOS, computed with wB97M-V/def2-TZVPD.

Cartesian coordinates (Å):
O -0.74454 2.02647 -0.22809
C -0.51782 0.73199 -0.09888
N -1.28740 -0.20277 0.08891
C -0.89581 -1.46608 0.16050
S 0.73013 -1.71177 -0.11474
C 1.17735 -0.08286 -0.16661
Br 2.92737 0.43515 0.23308
H 0.00162 2.62131 -0.02716
H -1.39090 -2.35145 0.15300

Summary:
Frontier orbital gap (Ha): 0.2879
Molecular weight (g mol⁻¹): 180.0
Structure (SMILES): Oc1ncsc1Br


Version 2
The molecule C3H2BrNOS, computed with wB97M-V/def2-TZVPD.

Cartesian coordinates (Å):
C 0.29565 -0.80530 -0.16358
C 0.77603 0.42735 -0.28803
C 1.53508 -2.58750 -1.48689
N 0.96501 -1.75404 -0.88735
O 2.53615 2.17247 -0.72322
S 2.37560 0.78620 -1.09364
Br 3.51474 -0.23105 0.50142
H -0.56130 -1.00377 0.45629
H 0.36767 1.34234 0.28308

Summary:
Frontier orbital gap (Ha): 0.3442
Molecular weight (g mol⁻¹): 180.0


Least stable = version 1


Version 1
A structure of composition C3H6N3O2, computed with wB97M-V/def2-TZVPD.

Cartesian coordinates (Å):
C -0.82233 0.17864 -0.24887
C 0.07076 0.61403 0.92195
C 1.39695 -0.01073 0.44960
N -0.15203 -0.21786 -1.25560
N -2.64544 -0.46200 -0.08543
N 1.17951 -0.15669 -1.01293
O -3.17434 0.36463 0.52804
O -2.76014 -1.42786 -0.66992
H 0.15903 1.68255 1.01470
H -0.20967 0.24153 1.85610
H 2.20520 0.69642 0.67224
H 1.37357 -1.08061 0.77039
H 1.67975 0.59688 -1.48737
H 1.69918 -1.01893 -1.45289

Summary:
Frontier orbital gap (Ha): 0.3611
Net charge: +1
Molecular weight (g mol⁻¹): 116.1


Version 2
The ion C3H6N3O2 with charge +1, computed with wB97M-V/def2-TZVPD.

Cartesian coordinates (Å):
H -2.70298 -0.09440 -0.90591
N -1.80812 -0.38105 -0.53913
C -0.91817 -1.07392 -1.21101
O -1.23126 -1.75693 -2.16315
C 0.51811 -1.03920 -0.63222
N 0.76865 0.09575 0.23550
O 2.09202 0.34099 0.58837
C -0.13715 0.85144 0.71743
N -0.33170 1.73923 1.61632
H 0.69923 -1.97700 -0.08730
H 1.21548 -1.00701 -1.47714
H 2.69963 0.13208 -0.14291
H -1.18564 2.28704 1.61286
H 0.32190 1.88298 2.38829

Summary:
Frontier orbital gap (alpha / beta) (Ha): 0.3085 / 0.2797
Net charge: +1
Molecular weight (g mol⁻¹): 116.1
Structure (SMILES): [H]/N=C(\[O-])C[N+](O)=C=[NH2+]


Least stable = version 1


Version 1
A structure of composition C3H9BS, computed with wB97M-V/def2-TZVPD.

Cartesian coordinates (Å):
B 0.01230 -0.19943 0.11166
C 0.22329 1.24057 0.37499
C 1.20624 -1.25096 -0.27158
C -1.38025 -0.79852 0.26549
S -2.85571 0.18356 0.00810
H 0.75858 1.46857 1.24434
H -0.74747 1.83448 0.38552
H 0.77085 1.68648 -0.45487
H 1.53924 -1.22466 -1.31785
H 0.96546 -2.29520 0.04879
H 2.25455 -1.23688 0.32000
H -1.22948 -1.94855 -0.54360
H -1.46124 -1.16136 1.28200
H -2.36132 0.62707 -1.27632

Summary:
Frontier orbital gap (Ha): 0.3417
Molecular weight (g mol⁻¹): 88.0


Version 2
A cluster of 2 separate species, C3H9BS in total, computed with wB97M-V/def2-TZVPD.

Cartesian coordinates (Å):
B 0.29039 -0.01094 -0.12615
C 0.24669 1.56780 -0.26477
C 2.79187 -1.48898 -0.00866
C -2.65827 -0.23298 0.27352
S -1.02602 -1.08171 0.45541
H 1.16015 1.90881 -0.90277
H 0.25365 2.11475 0.64464
H -0.52348 2.02498 -0.88450
H 3.37029 -0.79847 0.52833
H 3.07357 -1.69368 -1.06364
H 2.14714 -2.19270 0.53013
H -3.07052 0.18355 1.25642
H -3.40975 -0.92571 -0.01623
H -2.64571 0.62526 -0.42171

Summary:
Frontier orbital gap (alpha / beta) (Ha): 0.3154 / 0.2957
Molecular weight (g mol⁻¹): 88.0


Least stable = version 2


Version 1
The molecule C22H30N2O3, computed with wB97M-V/def2-TZVPD.

Cartesian coordinates (Å):
C 4.35770 -2.16425 -1.51742
C 3.19182 -1.20046 -1.29745
N 3.01448 -0.87985 0.10290
C 2.11405 -1.71684 0.86963
C 0.64658 -1.30064 0.71012
C -0.26797 -2.25356 1.47744
C -1.71154 -1.77862 1.35605
C -1.82838 -0.33188 1.82282
N -0.95613 0.51301 1.02959
C -1.20738 1.93269 1.21520
C -1.98169 2.51135 0.01524
C -3.33204 1.87339 -0.11843
C -4.41603 2.35314 0.60167
C -5.64522 1.72055 0.51163
C -5.80216 0.60952 -0.29013
C -4.71941 0.11851 -1.02015
O -4.97145 -0.98532 -1.78422
C -3.92170 -1.52646 -2.54467
C -3.49038 0.75763 -0.93219
C 0.42975 0.12835 1.21197
C 3.75897 0.04207 0.75900
O 3.70855 0.19444 1.96620
C 4.64054 0.89727 -0.08122
C 4.24608 1.90569 -1.00743
C 5.39699 2.48078 -1.44554
O 6.46391 1.90937 -0.86663
C 6.00228 0.96325 -0.03517
H 4.43899 -2.41648 -2.57136
H 5.28895 -1.70596 -1.19371
H 4.20965 -3.08034 -0.95082
H 2.26489 -1.65320 -1.65613
H 3.36487 -0.28547 -1.86667
H 2.23997 -2.75869 0.56022
H 2.40405 -1.62142 1.91905
H 0.36990 -1.32970 -0.34967
H 0.02582 -2.26341 2.52956
H -0.16791 -3.27001 1.08974
H -2.37331 -2.41024 1.95061
H -2.02995 -1.83577 0.31397
H -2.85613 0.01293 1.69543
H -1.57305 -0.27392 2.89801
H -0.25775 2.46834 1.30205
H -1.77705 2.11832 2.13521
H -1.39527 2.33496 -0.88718
H -2.08782 3.58810 0.16060
H -4.29879 3.22106 1.23403
H -6.48764 2.09664 1.07331
H -6.75066 0.10293 -0.37085
H -3.09436 -1.86116 -1.90948
H -3.54495 -0.80879 -3.28119
H -4.34468 -2.38533 -3.06399
H -2.63239 0.39697 -1.47635
H 1.05710 0.81189 0.63512
H 0.74435 0.19070 2.26873
H 3.24515 2.16916 -1.28326
H 5.57890 3.27565 -2.14125
H 6.71885 0.39911 0.52748

Summary:
Frontier orbital gap (Ha): 0.3244
Molecular weight (g mol⁻¹): 370.5
Structure (SMILES): CCN(C[C@H]1CCCN(CCc2cccc(OC)c2)C1)C(=O)c1ccoc1


Version 2
The molecule C22H30N2O3, computed with wB97M-V/def2-TZVPD.

Cartesian coordinates (Å):
C 7.08211 1.89590 1.22050
C 6.68478 0.48666 0.82134
O 5.30148 0.48837 0.48904
C 4.79091 -0.68935 0.08420
O 5.47612 -1.68882 0.00339
C 3.37313 -0.60937 -0.23250
C 2.53922 0.54981 -0.24158
C 2.94254 1.95452 0.04099
C 1.28754 0.12836 -0.61541
C 0.06721 0.91762 -0.78017
C -0.40551 1.68634 0.28159
C -1.53815 2.46515 0.13493
C -2.21857 2.48784 -1.07224
C -1.75587 1.72874 -2.13422
C -0.62053 0.95252 -1.99158
N 1.32913 -1.23336 -0.83433
C 0.16764 -2.03070 -1.11005
C -0.88423 -1.84191 -0.00316
O -0.57888 -1.69691 1.15739
N -2.15752 -1.91170 -0.44236
C -3.29496 -1.72514 0.43342
C -4.03973 -0.43211 0.10458
C -5.12866 -0.07971 1.12280
C -6.27987 -1.08229 1.09253
C -5.65209 1.32788 0.84280
C 2.57794 -1.69380 -0.58546
C 2.94293 -3.12957 -0.68647
H 6.90555 2.58232 0.39657
H 8.13571 1.91926 1.48377
H 6.49397 2.22152 2.07429
H 6.85445 -0.22189 1.64095
H 7.26066 0.13997 -0.04528
H 3.23380 2.06290 1.08437
H 2.11904 2.63312 -0.17143
H 3.80100 2.23169 -0.56732
H 0.11676 1.65223 1.22496
H -1.89540 3.05491 0.96688
H -3.10423 3.09555 -1.18700
H -2.27711 1.75071 -3.08074
H -0.24481 0.39403 -2.83795
H -0.25299 -1.77801 -2.08829
H 0.45724 -3.08418 -1.11637
H -2.34866 -1.95590 -1.43044
H -3.95600 -2.59190 0.34092
H -2.89756 -1.68421 1.44957
H -4.48696 -0.51120 -0.89020
H -3.30799 0.37771 0.07832
H -4.68013 -0.09080 2.12180
H -5.94485 -2.07496 1.38072
H -7.06132 -0.77712 1.78453
H -6.71075 -1.13602 0.09465
H -6.09358 1.37732 -0.15051
H -6.41217 1.60465 1.56945
H -4.84433 2.05353 0.89682
H 4.00602 -3.22769 -0.48872
H 2.73255 -3.52216 -1.68210
H 2.39393 -3.72038 0.04784

Summary:
Frontier orbital gap (Ha): 0.3054
Molecular weight (g mol⁻¹): 370.5
Structure (SMILES): CCOC(=O)c1c(C)c(-c2ccccc2)n(CC(=O)NCCC(C)C)c1C


Least stable = version 1